Formula: C6H9N3O
Source: OMol25
Level of theory: ωB97M-V with the def2-TZVPD basis set

Electronic energy (eV): -12881.4588
ΔE to the lowest compared entry with this formula, charge and spin (kcal per mole): 103.4
HOMO-LUMO gap (eV): 10.017
Largest force on an atom (eV Å⁻¹): 4.42

Atoms and positions in Å:
C  2.708  2.371  0.079
C  2.175  1.287  0.147
C  1.545  -0.013  0.272
N  1.021  -0.661  -0.933
C  0.074  -0.206  0.072
C  -0.825  0.940  -0.336
N  -1.970  0.426  -1.070
C  -0.554  -1.207  1.004
N  -1.171  -2.311  0.584
O  -1.070  -0.870  2.107
H  3.130  3.360  0.040
H  2.014  -0.662  1.017
H  1.200  -1.662  -0.907
H  -0.220  1.664  -0.906
H  -1.181  1.445  0.572
H  -2.664  1.152  -1.211
H  -1.687  0.106  -1.993
H  -0.683  -2.829  -0.137
H  -1.843  -2.330  1.600

Calculated atomic charges, method Mulliken, unit e:
1 C 0.335
2 C -1.174
3 C -0.342
4 N -0.771
5 C 1.379
6 C -0.895
7 N -0.574
8 C 0.245
9 N -0.455
10 O -0.738
11 H 0.428
12 H 0.430
13 H 0.312
14 H 0.404
15 H 0.341
16 H 0.245
17 H 0.205
18 H 0.210
19 H 0.416

***

Formula: C6H9N3O12S3Zn
Source: OMol25
Level of theory: ωB97M-V with the def2-TZVPD basis set

Electronic energy (eV): -116322.9654
HOMO-LUMO gap (eV): 2.603
Charge: -4
Largest force on an atom (eV Å⁻¹): 2.24

Atoms and positions in Å:
Zn  -0.364  -0.306  -0.102
S  -2.320  2.113  1.179
O  -2.827  1.619  2.481
O  -1.827  3.524  1.306
O  -1.118  1.271  0.809
O  -3.365  2.006  0.157
S  -3.057  -2.487  -0.576
O  -3.104  -2.748  -2.049
O  -2.685  -3.782  0.051
O  -1.984  -1.472  -0.257
O  -4.354  -1.963  -0.096
S  1.653  -2.752  -1.487
O  3.109  -2.457  -1.626
O  0.995  -2.978  -2.792
O  1.431  -3.939  -0.640
O  1.028  -1.513  -0.867
C  3.532  2.180  1.046
C  2.349  1.596  0.437
N  1.453  1.123  -0.092
H  3.645  1.921  2.100
H  3.451  3.268  1.081
H  4.400  1.839  0.485
C  0.931  -0.893  4.357
C  0.370  -1.036  3.017
N  0.062  -1.192  1.928
H  0.344  -0.157  4.906
H  1.890  -0.388  4.187
H  1.134  -1.847  4.832
C  -0.825  1.790  -4.410
C  -0.788  1.104  -3.126
N  -0.796  0.597  -2.105
H  -1.093  1.141  -5.237
H  0.196  2.155  -4.561
H  -1.468  2.667  -4.338

Calculated atomic charges, method Mulliken, unit e:
1 Zn 0.755
2 S 0.970
3 O -0.772
4 O -0.821
5 O -0.342
6 O -0.739
7 S 0.950
8 O -0.828
9 O -0.803
10 O -0.518
11 O -0.758
12 S 0.977
13 O -0.809
14 O -0.761
15 O -0.754
16 O -0.364
17 C -1.022
18 C 0.386
19 N 0.089
20 H 0.220
21 H 0.280
22 H 0.269
23 C -0.928
24 C 0.378
25 N -0.006
26 H 0.277
27 H 0.192
28 H 0.281
29 C -1.016
30 C 0.476
31 N -0.034
32 H 0.268
33 H 0.244
34 H 0.263

***

Formula: C6H9N3O2
Source: OMol25
Level of theory: ωB97M-V with the def2-TZVPD basis set

Electronic energy (eV): -14931.7965
ΔE to the lowest compared entry with this formula, charge and spin (kcal per mole): 55.2
HOMO-LUMO gap (eV): 8.914
Largest force on an atom (eV Å⁻¹): 5.07

Atoms and positions in Å:
C  -1.765  -2.085  -0.033
N  -0.628  -1.200  -0.120
N  -0.460  -0.106  0.640
C  0.197  0.991  0.201
C  0.273  2.108  1.118
N  -0.167  2.010  2.488
O  0.528  3.227  0.703
C  0.874  0.960  -1.099
C  1.375  -0.446  -1.272
C  0.236  -1.491  -1.200
O  0.444  -2.611  -1.533
H  -1.828  -2.726  -0.878
H  -1.905  -2.688  0.910
H  -2.568  -1.331  0.014
H  0.087  2.763  3.110
H  -0.559  1.126  2.805
H  0.247  1.387  -1.986
H  1.793  1.524  -1.074
H  2.043  -0.755  -0.482
H  1.781  -0.659  -2.313

Calculated atomic charges, method Mulliken, unit e:
1 C -0.915
2 N 0.331
3 N -0.672
4 C 0.703
5 C 0.122
6 N -0.384
7 O -0.587
8 C -0.335
9 C -0.609
10 C 0.441
11 O -0.546
12 H 0.357
13 H 0.270
14 H 0.327
15 H 0.232
16 H 0.228
17 H 0.245
18 H 0.246
19 H 0.270
20 H 0.275

***

Formula: C6H9N4
Source: OMol25
Level of theory: ωB97M-V with the def2-TZVPD basis set

Electronic energy (eV): -12316.9093
ΔE to the lowest compared entry with this formula, charge and spin (kcal per mole): 132.0
HOMO-LUMO gap (eV): 8.796
Charge: +1
Largest force on an atom (eV Å⁻¹): 5.16

Atoms and positions in Å:
C  3.366  0.232  -0.003
C  1.437  0.804  0.207
C  1.330  -0.546  0.202
C  -0.675  1.471  0.327
C  -0.990  -1.010  -0.364
C  -2.903  0.739  0.006
N  2.630  1.333  0.049
N  2.633  -0.914  0.050
N  0.204  -1.366  0.278
N  -1.484  0.540  0.044
H  4.503  0.265  -0.200
H  -0.943  2.508  0.451
H  -0.748  -0.729  -1.417
H  -1.569  -1.929  -0.491
H  -3.284  0.808  0.952
H  -3.412  -0.196  -0.500
H  -3.175  1.738  -0.480
H  3.002  -1.865  -0.231
H  0.079  -1.884  1.120

Calculated atomic charges, method Mulliken, unit e:
1 C -0.214
2 C 0.113
3 C 0.309
4 C -0.012
5 C -0.733
6 C -0.844
7 N -0.519
8 N -0.084
9 N -0.238
10 N 0.027
11 H 0.348
12 H 0.410
13 H 0.418
14 H 0.472
15 H 0.392
16 H 0.286
17 H 0.313
18 H 0.293
19 H 0.261

***

Formula: C6H9N4O2S2
Source: OMol25
Level of theory: ωB97M-V with the def2-TZVPD basis set

Electronic energy (eV): -38085.1541
ΔE to the lowest compared entry with this formula, charge and spin (kcal per mole): 1.5
HOMO-LUMO gap (eV): 8.393
Charge: +1
Largest force on an atom (eV Å⁻¹): 3.34

Atoms and positions in Å:
C  1.733  -1.374  4.844
C  0.123  -1.084  -0.696
C  -1.115  1.411  -1.847
C  1.408  0.945  3.706
C  1.140  -0.239  2.849
C  -1.788  2.139  -2.945
N  1.336  -1.409  3.497
N  0.740  0.003  1.615
N  0.503  -0.945  0.609
N  0.302  -2.334  -1.140
O  1.919  -2.346  5.501
O  -0.843  1.736  -0.745
S  1.895  0.308  5.344
S  -0.676  -0.313  -2.378
H  2.214  1.558  3.298
H  0.524  1.577  3.798
H  -2.787  1.726  -3.092
H  -1.240  2.028  -3.879
H  -1.876  3.192  -2.685
H  1.170  -2.326  3.104
H  0.803  -1.880  0.912
H  0.722  -3.074  -0.592
H  0.031  -2.576  -2.082

Calculated atomic charges, method Mulliken, unit e:
1 C 0.423
2 C 0.849
3 C 0.802
4 C -0.253
5 C 0.171
6 C -1.181
7 N -0.094
8 N -0.832
9 N 0.229
10 N -0.369
11 O -0.477
12 O -0.408
13 S -0.081
14 S -0.178
15 H 0.333
16 H 0.335
17 H 0.352
18 H 0.386
19 H 0.317
20 H 0.129
21 H 0.165
22 H 0.207
23 H 0.174

***

Formula: C6H9N5
Source: OMol25
Level of theory: ωB97M-V with the def2-TZVPD basis set

Electronic energy (eV): -13797.5953
ΔE to the lowest compared entry with this formula, charge and spin (kcal per mole): 5.1
HOMO-LUMO gap (eV): 10.050
Charge: +2
Largest force on an atom (eV Å⁻¹): 3.07

Atoms and positions in Å:
C  2.666  1.113  -0.450
C  1.645  1.151  0.607
N  0.788  0.210  0.714
C  0.404  -0.886  0.187
N  0.921  -2.080  0.400
C  -0.903  -0.597  -0.656
C  -2.248  -1.271  -0.641
N  -3.353  -1.519  -0.623
N  -1.284  0.781  -0.665
C  -1.646  1.231  0.439
N  -1.894  1.776  1.436
H  3.665  1.591  -0.283
H  2.731  0.176  -0.928
H  2.244  1.805  -1.160
H  1.727  2.025  1.281
H  0.474  -2.893  -0.033
H  1.726  -2.080  1.078
H  -0.576  -0.764  -1.712
H  -4.360  -1.829  -0.841
H  -2.727  2.061  1.852

Calculated atomic charges, method Mulliken, unit e:
1 C -1.158
2 C 0.347
3 N -0.250
4 C 0.240
5 N -0.336
6 C 0.148
7 C 0.145
8 N 0.059
9 N -0.604
10 C 0.445
11 N -0.230
12 H 0.369
13 H 0.363
14 H 0.340
15 H 0.420
16 H 0.269
17 H 0.327
18 H 0.410
19 H 0.392
20 H 0.304

***

Formula: C6H9NO
Source: OMol25
Level of theory: ωB97M-V with the def2-TZVPD basis set

Electronic energy (eV): -9901.7646
ΔE to the lowest compared entry with this formula, charge and spin (kcal per mole): 88.5
HOMO-LUMO gap (eV): 9.370
Largest force on an atom (eV Å⁻¹): 5.32

Atoms and positions in Å:
C  -1.260  1.617  0.190
C  -1.027  0.379  -0.010
C  -1.932  -0.766  -0.175
N  -1.254  -1.931  -0.112
O  0.066  -1.664  -0.317
C  0.377  -0.269  -0.007
C  1.249  0.173  -1.282
C  1.118  -0.451  1.298
H  -2.199  2.207  -0.089
H  -0.223  2.143  0.441
H  -3.078  -0.949  -0.052
H  2.015  -0.476  -1.633
H  1.501  1.217  -1.130
H  0.603  0.260  -2.136
H  0.401  -0.656  2.076
H  1.750  0.486  1.653
H  1.895  -1.319  1.285

Calculated atomic charges, method Mulliken, unit e:
1 C -0.718
2 C 0.350
3 C -0.406
4 N -0.328
5 O -0.199
6 C 1.050
7 C -1.407
8 C -1.242
9 H 0.288
10 H 0.202
11 H 0.339
12 H 0.378
13 H 0.374
14 H 0.387
15 H 0.357
16 H 0.284
17 H 0.292

***

Formula: C6H9NO
Source: OMol25
Level of theory: ωB97M-V with the def2-TZVPD basis set

Electronic energy (eV): -9897.6268
ΔE to the lowest compared entry with this formula, charge and spin (kcal per mole): 184.0
HOMO-LUMO gap (eV): 7.715
Largest force on an atom (eV Å⁻¹): 8.32

Atoms and positions in Å:
C  1.108  -0.726  0.405
C  1.539  0.808  0.250
C  0.608  1.595  -0.271
C  -0.458  0.567  -0.520
C  -1.960  0.362  -0.239
C  -0.289  -0.326  0.673
H  2.244  -2.245  -0.454
H  1.609  -1.332  1.212
H  2.603  1.153  0.592
H  0.674  2.719  -0.409
H  -0.098  -0.137  -1.333
H  -2.705  0.314  -1.080
H  -2.389  0.880  0.643
H  -1.335  -1.353  -0.605
H  -0.563  0.068  1.640
N  -1.635  -1.008  0.325
O  1.050  -1.338  -0.830

Calculated atomic charges, method Mulliken, unit e:
1 C 0.353
2 C -0.423
3 C -0.690
4 C 0.213
5 C -0.503
6 C -0.845
7 H 0.381
8 H 0.559
9 H 0.273
10 H 0.347
11 H 0.374
12 H 0.273
13 H 0.276
14 H 0.367
15 H 0.341
16 N -0.650
17 O -0.647

***

Formula: C6H9NO
Source: OMol25
Level of theory: ωB97M-V with the def2-TZVPD basis set

Electronic energy (eV): -9895.4808
ΔE to the lowest compared entry with this formula, charge and spin (kcal per mole): 233.4
HOMO-LUMO gap (eV): 9.115
Largest force on an atom (eV Å⁻¹): 8.04

Atoms and positions in Å:
C  -0.120  1.809  0.988
C  -0.054  0.563  0.186
C  -0.055  -0.754  -1.254
C  -0.455  -1.665  0.035
C  -0.755  -0.623  0.838
C  1.046  -0.161  -0.465
H  -1.212  1.517  2.015
H  -0.471  2.596  -0.075
H  1.119  1.920  1.494
H  -0.525  1.222  -1.920
H  0.477  -1.025  -2.239
H  -0.922  -2.740  -0.062
H  -1.207  -0.774  1.780
H  1.734  0.495  -0.978
H  0.599  -1.664  0.553
N  -0.896  0.478  -1.143
O  1.699  -1.195  0.247

Calculated atomic charges, method Mulliken, unit e:
1 C -0.877
2 C 0.661
3 C -0.152
4 C -0.290
5 C -0.678
6 C -0.182
7 H 0.218
8 H 0.226
9 H 0.257
10 H 0.336
11 H 0.362
12 H 0.368
13 H 0.295
14 H 0.520
15 H 0.316
16 N -0.682
17 O -0.699

***

Formula: C6H9NO
Source: OMol25
Level of theory: ωB97M-V with the def2-TZVPD basis set

Electronic energy (eV): -9900.7409
ΔE to the lowest compared entry with this formula, charge and spin (kcal per mole): 112.1
HOMO-LUMO gap (alpha / beta) (eV): 8.506 / 8.628
Largest force on an atom (eV Å⁻¹): 2.93

Atoms and positions in Å:
C  0.926  -0.155  1.944
C  0.356  0.384  0.815
C  -0.847  0.207  0.010
C  2.576  0.185  -0.481
C  -0.762  0.109  -1.491
C  -2.053  -0.454  0.639
N  1.469  -0.662  2.826
O  -0.430  1.460  0.578
H  2.351  -0.739  -0.968
H  3.210  0.178  0.382
H  2.491  1.101  -1.031
H  -0.639  -0.930  -1.789
H  0.079  0.690  -1.862
H  -1.676  0.497  -1.938
H  -2.118  -1.480  0.282
H  -2.962  0.075  0.360
H  -1.970  -0.466  1.724

Calculated atomic charges, method Mulliken, unit e:
1 C 0.119
2 C -0.395
3 C 1.827
4 C -1.011
5 C -1.398
6 C -1.439
7 N -0.460
8 O -0.470
9 H 0.326
10 H 0.420
11 H 0.313
12 H 0.321
13 H 0.357
14 H 0.389
15 H 0.361
16 H 0.340
17 H 0.401